DFT (wB97M-V/def2-TZVPD) results for 6 unconnected molecules or ions with the total composition C26H52INO23PS5.

Each line ends with the Löwdin charge.
Atoms and positions in Å:
C (1.0676, -0.7365, 0.7866)  -0.15
C (1.1113, 0.7950, 0.6048)  -0.40
P (-0.1396, 1.5836, 1.7058)  0.96
C (0.0042, 0.6600, 3.2896)  -0.25
C (0.4256, 3.3321, 2.1267)  -0.36
C (-0.5988, 3.8184, 3.1993)  -0.23
C (-1.5400, 4.7969, 2.4355)  -0.64
I (-3.1652, 3.7248, 1.5890)  1.09
N (-0.5695, 5.3962, 1.4688)  0.08
C (0.4078, 4.3509, 0.9373)  -0.39
C (0.0142, 3.7574, -0.4039)  -0.15
C (-0.2734, 4.8044, -1.5293)  -0.14
C (-1.6951, 4.7116, -2.1235)  -0.16
C (-2.6351, 5.7548, -1.5403)  -0.22
O (-3.9250, 5.6168, -2.1564)  -0.04
C (-4.8887, 5.1192, -1.3443)  -0.40
O (-5.2754, 4.0114, -1.4149)  0.10
C (1.7824, 5.0441, 0.9075)  -0.12
C (2.9482, 4.0654, 0.6394)  -0.16
C (3.9982, 4.7144, -0.2546)  -0.24
O (5.0683, 3.8699, -0.5859)  -0.17
C (4.6804, 2.7051, -1.2907)  -0.09
H (1.3272, -1.2088, -0.1556)  0.05
H (1.7744, -1.0967, 1.5306)  0.07
H (0.0679, -1.0885, 1.0526)  0.07
H (0.8416, 0.9888, -0.4331)  0.04
H (2.1143, 1.1668, 0.8285)  0.07
H (1.0178, 0.2747, 3.4223)  0.05
H (-0.7056, -0.1622, 3.2619)  0.04
H (-0.2099, 1.2931, 4.1491)  0.03
H (1.3657, 3.2845, 2.6802)  0.12
H (-0.1591, 4.4284, 3.9911)  0.13
H (-1.2741, 3.0451, 3.5578)  0.05
H (-1.9326, 5.5616, 3.0993)  0.10
H (-0.9587, 6.0822, 0.8180)  0.16
H (0.0127, 5.9838, 2.0771)  0.17
H (0.8260, 3.1327, -0.7687)  0.10
H (-0.8489, 3.1009, -0.2963)  0.05
H (0.4211, 4.6384, -2.3520)  0.12
H (-0.0843, 5.8245, -1.1718)  0.10
H (-2.1186, 3.7300, -1.8973)  0.10
H (-1.6891, 4.8920, -3.1982)  0.13
H (-2.2735, 6.7571, -1.7903)  0.13
H (-2.6945, 5.6989, -0.4499)  0.04
H (-5.3269, 5.8286, -0.6287)  0.15
H (1.8071, 5.8178, 0.1305)  0.12
H (1.9746, 5.5300, 1.8708)  0.13
H (3.4209, 3.8436, 1.5978)  0.13
H (2.5458, 3.1490, 0.2164)  0.07
H (3.5462, 5.1581, -1.1557)  0.13
H (4.4458, 5.5413, 0.3047)  0.14
H (3.8583, 2.9149, -1.9868)  0.09
H (5.5312, 2.3334, -1.8556)  0.09
H (4.3351, 1.9277, -0.6001)  0.08
C (-2.8866, 1.3323, -3.6513)  -0.15
C (-2.4811, 0.5453, -4.8796)  -0.14
O (-1.0446, 0.4832, -4.7866)  -0.18
S (-0.5981, 0.4322, -3.2651)  0.59
O (-0.3704, -0.9153, -2.8828)  -0.21
O (0.3609, 1.4628, -3.0606)  -0.23
O (-1.9894, 0.8856, -2.6202)  -0.20
H (-2.7320, 2.4028, -3.7960)  0.12
H (-3.9182, 1.1532, -3.3626)  0.14
H (-2.7714, 1.0234, -5.8098)  0.14
H (-2.8744, -0.4721, -4.8555)  0.14
C (0.0928, -4.5707, -1.2550)  -0.16
C (-1.1244, -4.2569, -2.0958)  -0.14
O (-1.1273, -5.2813, -3.1056)  -0.18
S (-0.5414, -6.6351, -2.4941)  0.62
O (-1.6076, -7.4839, -2.0948)  -0.20
O (0.4791, -7.1135, -3.3601)  -0.23
O (0.1120, -6.0058, -1.1907)  -0.18
H (1.0121, -4.2327, -1.7340)  0.13
H (0.0397, -4.1572, -0.2532)  0.13
H (-1.0751, -3.2733, -2.5516)  0.11
H (-2.0451, -4.3446, -1.5145)  0.14
C (5.3500, -4.1130, -0.4135)  -0.15
C (5.3970, -4.0272, 1.0979)  -0.15
O (4.0551, -3.6642, 1.4640)  -0.18
S (3.0196, -4.3314, 0.4437)  0.61
O (2.4900, -5.5241, 0.9814)  -0.19
O (2.1479, -3.3128, -0.0420)  -0.27
O (4.0733, -4.6981, -0.6918)  -0.17
H (5.3861, -3.1228, -0.8727)  0.13
H (6.1378, -4.7353, -0.8282)  0.14
H (6.0948, -3.2770, 1.4580)  0.13
H (5.6298, -4.9919, 1.5511)  0.14
C (0.8387, -9.3905, -2.2910)  -0.18
C (1.8259, -10.4987, -1.9864)  -0.15
O (2.8224, -9.8632, -1.1706)  -0.18
S (2.1423, -8.7306, -0.2677)  0.61
O (1.8775, -9.2509, 1.0258)  -0.21
O (2.8653, -7.5220, -0.4333)  -0.23
O (0.7654, -8.6447, -1.0662)  -0.22
H (1.2016, -8.7291, -3.0793)  0.10
H (-0.1479, -9.7608, -2.5556)  0.14
H (2.2875, -10.9119, -2.8783)  0.13
H (1.3650, -11.3011, -1.4071)  0.13
C (-6.2070, 1.3713, 5.3210)  -0.15
C (-5.9915, 0.6789, 3.9891)  -0.15
O (-4.5611, 0.6417, 3.8543)  -0.22
S (-3.8774, 0.4872, 5.2874)  0.58
O (-3.5600, -0.8715, 5.5278)  -0.20
O (-2.8885, 1.5050, 5.3963)  -0.24
O (-5.1533, 0.8709, 6.1581)  -0.18
H (-6.0889, 2.4529, 5.2335)  0.13
H (-7.1715, 1.1459, 5.7661)  0.14
H (-6.4325, 1.2201, 3.1571)  0.13
H (-6.3631, -0.3468, 3.9954)  0.14

Its net charge is +1. As for the HOMO-LUMO gap: 7.66 eV. The calculation puts the energy at -147940.983 eV.



DFT (wB97M-V/def2-TZVPD) results for a molecular structure, C26H53AsNO4PbSi2.

Each line ends with the Löwdin charge.
Atoms and positions in Å:
Pb (-0.7787, -0.1197, -0.0683)  1.44
C (-1.0662, -3.3654, -1.1627)  -0.16
C (-1.7314, -2.7374, -2.3871)  -0.14
O (-1.7867, -1.3095, -2.2926)  -0.28
C (-3.1000, -0.7731, -2.4294)  -0.16
C (-3.9733, -1.0348, -1.2102)  -0.15
O (-3.4267, -0.3696, -0.0690)  -0.29
C (-4.0073, -0.8218, 1.1527)  -0.15
C (-3.0711, -0.5028, 2.3150)  -0.15
O (-1.7794, -1.0878, 2.1520)  -0.27
C (-1.7455, -2.5075, 2.3683)  -0.12
C (-1.0684, -3.2464, 1.2137)  -0.17
O (-1.6336, -2.7896, 0.0012)  -0.25
H (-1.2451, -4.4448, -1.1810)  0.15
H (0.0173, -3.1848, -1.1785)  0.11
H (-1.1597, -3.0003, -3.2797)  0.15
H (-2.7388, -3.1395, -2.4951)  0.14
H (-2.9629, 0.3011, -2.5587)  0.10
H (-3.5864, -1.1867, -3.3194)  0.16
H (-4.9873, -0.6675, -1.4043)  0.16
H (-4.0213, -2.1135, -1.0137)  0.13
H (-4.9740, -0.3296, 1.3116)  0.16
H (-4.1697, -1.9038, 1.0951)  0.13
H (-2.8942, 0.5736, 2.3804)  0.13
H (-3.5277, -0.8483, 3.2485)  0.15
H (-1.1947, -2.7034, 3.2956)  0.15
H (-2.7626, -2.8846, 2.4813)  0.14
H (0.0131, -3.0497, 1.2151)  0.10
H (-1.2344, -4.3232, 1.3401)  0.16
C (2.2648, 1.6232, -1.3980)  -0.16
Si (3.0577, -0.1095, -1.4007)  0.58
C (4.9416, 0.0392, -1.6068)  -0.12
C (2.1747, -1.2439, -2.6494)  -0.13
C (2.7216, -0.8407, 0.3686)  -0.02
C (2.3338, 0.1089, 1.3716)  -0.41
C (3.3630, 0.6871, 2.1444)  0.01
C (3.0413, 1.5651, 3.1561)  0.02
C (1.7037, 1.8402, 3.4244)  0.00
C (0.7559, 1.2604, 2.6085)  -0.13
N (1.0533, 0.4387, 1.5973)  -0.03
Si (3.2707, -2.5457, 1.0958)  0.61
C (2.6084, -2.6711, 2.8679)  -0.13
C (2.7956, -4.0121, -0.0231)  -0.13
C (5.1836, -2.3567, 1.0342)  -0.10
H (2.3130, 2.0754, -2.3855)  0.06
H (2.7842, 2.2952, -0.7167)  0.05
H (1.2120, 1.5940, -1.0991)  -0.04
H (5.1438, 0.7321, -2.4207)  0.06
H (5.3972, -0.9085, -1.8709)  0.04
H (5.4380, 0.4307, -0.7253)  0.04
H (2.4697, -0.9679, -3.6557)  0.06
H (1.0932, -1.1498, -2.5945)  0.01
H (2.4360, -2.2875, -2.5279)  0.02
H (4.3902, 0.4518, 1.9318)  0.12
H (3.8237, 2.0155, 3.7481)  0.14
H (1.4120, 2.4833, 4.2387)  0.13
H (-0.3014, 1.4260, 2.7611)  0.11
H (1.5745, -3.0007, 2.9093)  0.02
H (2.6691, -1.7265, 3.4023)  0.04
H (3.1855, -3.3967, 3.4369)  0.06
H (1.8439, -4.4495, 0.2629)  0.03
H (3.5467, -4.7903, 0.0910)  0.06
H (2.7529, -3.7716, -1.0797)  0.02
H (5.5518, -1.4518, 1.5024)  0.03
H (5.5526, -2.4119, 0.0153)  0.04
H (5.5855, -3.2007, 1.5913)  0.06
C (0.5330, 4.2618, 0.6799)  -0.15
C (-0.9724, 4.0568, 0.7727)  -0.39
As (-1.7264, 2.6227, -0.3915)  1.16
C (-3.6712, 2.9816, -0.1519)  -0.39
C (-4.1495, 4.2897, -0.7690)  -0.14
C (-1.2526, 3.3943, -2.1619)  -0.39
C (-1.5431, 2.5129, -3.3676)  -0.15
H (0.8253, 5.0831, 1.3318)  0.09
H (0.8400, 4.5283, -0.3305)  0.07
H (1.0776, 3.3709, 0.9932)  0.03
H (-1.4782, 4.9792, 0.4741)  0.08
H (-1.2643, 3.8380, 1.8022)  0.07
H (-3.8380, 2.9982, 0.9302)  0.08
H (-4.2262, 2.1413, -0.5690)  0.05
H (-3.5881, 5.1468, -0.3979)  0.07
H (-5.1901, 4.4468, -0.4981)  0.09
H (-4.0935, 4.2725, -1.8567)  0.07
H (-0.1870, 3.6276, -2.1295)  0.06
H (-1.8039, 4.3360, -2.2454)  0.08
H (-0.9943, 1.5695, -3.3105)  0.06
H (-1.2346, 3.0296, -4.2755)  0.09
H (-2.6094, 2.3103, -3.4586)  0.07

Its net charge is +3. As for the HOMO-LUMO gap: 5.37 eV. The calculation puts the energy at -119317.664 eV. The calculation puts the energy relative to the best compared isomer or geometry (same formula, charge and spin) at 4.31 kcal per mole.



DFT (wB97M-V/def2-TZVPD) results for 3 unconnected molecules or ions with the total composition C26H53Cl2F3O7PSSi.

Each line ends with the Löwdin charge.
Atoms and positions in Å:
C (-0.5278, 2.2068, 0.2434)  0.02
C (-0.1616, 1.6867, -0.8053)  -0.23
P (0.3603, 0.9277, -2.5304)  0.56
C (2.1495, 1.0632, -1.8954)  -0.37
C (2.5147, -0.0529, -0.9274)  -0.28
C (4.0463, -0.0693, -0.6952)  -0.19
C (4.6981, -1.3574, -1.1735)  -0.23
C (4.1976, -2.6067, -0.4614)  -0.22
C (4.7610, -3.8741, -1.1263)  -0.26
C (3.6480, -4.8395, -1.5612)  -0.11
C (-1.5028, 0.7426, -2.8800)  -0.28
C (-1.9225, -0.6892, -3.1875)  -0.28
O (-3.0399, -0.6483, -4.1174)  -0.23
Si (-4.1469, -1.8600, -3.9103)  0.42
C (-5.4573, -1.5500, -5.2405)  -0.16
C (-5.0333, -1.7516, -2.2526)  -0.16
C (-3.4140, -3.5694, -4.2501)  -0.14
C (0.8760, 0.0046, -4.1558)  -0.72
Cl (2.1939, -1.1716, -3.9414)  0.63
C (0.3642, 0.0594, -5.3791)  -0.78
C (-0.7480, 0.9322, -5.8422)  -0.14
Cl (0.9522, -0.9554, -6.6935)  0.61
S (0.4883, 3.0155, -3.4465)  0.65
O (1.2357, 3.0317, -4.6785)  -0.35
O (-0.7889, 3.6824, -3.5417)  -0.36
C (1.4978, 4.2636, -2.4260)  -0.72
F (1.0376, 4.4970, -1.2132)  0.13
F (1.3521, 5.4081, -3.1063)  0.10
F (2.7927, 4.0140, -2.4148)  0.13
H (-1.0491, 2.8421, 0.8991)  0.00
H (0.2774, -0.3795, -1.9010)  0.04
H (2.8911, 1.1945, -2.6830)  0.07
H (2.2244, 1.9486, -1.2680)  0.06
H (2.0243, 0.1100, 0.0224)  0.09
H (2.2038, -1.0261, -1.2859)  0.04
H (4.4993, 0.7633, -1.2217)  0.10
H (4.2255, 0.0177, 0.3730)  0.10
H (4.5925, -1.4896, -2.2473)  0.09
H (5.7696, -1.2992, -0.9742)  0.11
H (3.1153, -2.6501, -0.4809)  0.08
H (4.5253, -2.6086, 0.5751)  0.11
H (5.3356, -3.6294, -2.0143)  0.10
H (5.3874, -4.4314, -0.4395)  0.09
H (4.0549, -5.6130, -2.2055)  0.06
H (3.2227, -5.2805, -0.6662)  0.07
H (2.8716, -4.3217, -2.1156)  0.07
H (-1.9359, 1.4057, -3.6215)  0.07
H (-2.0232, 1.0033, -1.9725)  0.07
H (-1.1335, -1.3409, -3.5580)  0.10
H (-2.3062, -1.1463, -2.2733)  0.09
H (-5.9485, -2.4602, -5.5648)  0.02
H (-4.9294, -1.1256, -6.0921)  0.03
H (-6.1648, -0.7931, -4.9226)  0.02
H (-5.9259, -2.3638, -2.2775)  0.02
H (-4.3838, -2.0952, -1.4511)  0.02
H (-5.3100, -0.7208, -2.0676)  0.03
H (-3.5125, -4.2230, -3.3904)  0.02
H (-2.3731, -3.4538, -4.5414)  0.03
H (-3.9154, -3.9963, -5.1093)  0.02
H (-0.9258, 1.8678, -5.3350)  0.05
H (-1.6783, 0.3679, -5.8446)  0.07
H (-0.5773, 1.1810, -6.8843)  0.07
C (0.1984, -2.3886, 1.5416)  -0.10
O (0.9531, -1.3009, 2.0388)  -0.20
C (0.2071, -0.4432, 2.8870)  -0.20
C (0.5651, -0.6564, 4.3388)  -0.20
O (0.1183, -1.9241, 4.8099)  -0.19
C (1.1628, -2.8704, 4.9157)  -0.12
H (0.8832, -3.0562, 1.0197)  0.08
H (-0.2894, -2.9428, 2.3494)  0.08
H (-0.5559, -2.0349, 0.8305)  0.09
H (-0.8677, -0.5713, 2.7307)  0.13
H (0.4692, 0.5816, 2.6039)  0.12
H (0.0577, 0.1064, 4.9390)  0.11
H (1.6435, -0.5452, 4.4888)  0.13
H (1.8445, -2.6016, 5.7314)  0.08
H (1.7261, -2.9532, 3.9824)  0.08
H (0.7137, -3.8369, 5.1421)  0.09
C (-2.9406, 4.3451, 8.2746)  -0.11
O (-1.5276, 4.3678, 8.3517)  -0.19
C (-0.9351, 3.1066, 8.0732)  -0.21
C (-0.3411, 3.0657, 6.6839)  -0.21
O (-1.3503, 3.0986, 5.6874)  -0.19
C (-1.4768, 4.3629, 5.0600)  -0.11
H (-3.2937, 5.3717, 8.3595)  0.09
H (-3.2842, 3.9317, 7.3230)  0.08
H (-3.3609, 3.7597, 9.1000)  0.09
H (-1.6616, 2.2989, 8.2001)  0.13
H (-0.1337, 2.9599, 8.8049)  0.12
H (0.2011, 2.1222, 6.5604)  0.12
H (0.3710, 3.8845, 6.5469)  0.13
H (-0.6015, 4.5702, 4.4360)  0.09
H (-1.6021, 5.1644, 5.7929)  0.08
H (-2.3579, 4.3282, 4.4216)  0.09

Its net charge is -1. As for the HOMO-LUMO gap: 7.72 eV. The calculation puts the energy at -103349.541 eV. The calculation puts the energy relative to the best compared isomer or geometry (same formula, charge and spin) at 0.00 kcal per mole.